C3H26NO12S | the ωB97M-V functional and the def2-TZVPD basis

Atoms and positions in Å:
O -0.190 -0.470 -1.330
C -0.214 -1.451 -0.527
O -1.254 -2.081 -0.208
C 1.064 -1.860 0.206
C 2.187 -2.129 -0.784
S 3.513 -3.128 0.044
N 1.439 -0.780 1.128
H 0.746 -2.711 0.805
H 1.895 -2.684 -1.684
H 2.659 -1.265 -1.243
H 2.766 -4.215 0.333
H 1.486 0.138 0.702
H 2.335 -1.044 1.519
H -3.078 -1.753 -0.088
H -3.766 -3.232 -0.286
O -3.865 -2.316 -0.039
H 3.606 2.160 -3.143
H 2.736 0.953 -2.391
O 2.894 1.522 -3.141
H -0.107 2.392 -1.230
H 0.566 1.095 -0.811
O 0.610 2.067 -0.677
H 2.431 -1.493 3.592
H 1.603 -0.295 3.581
O 2.098 -0.835 4.208
H -2.633 2.369 -0.461
H -3.068 2.414 0.991
O -2.669 2.974 0.316
H -1.147 -1.369 2.045
H -1.569 -2.278 3.138
O -1.545 -1.341 2.916
H -2.246 4.512 2.096
H -1.437 3.443 2.806
O -2.194 4.028 2.928
H -2.653 0.462 -0.784
H -1.706 0.391 -1.878
O -2.492 0.919 -1.619
H 0.670 4.047 0.801
H 1.480 4.507 -0.363
O 1.404 4.618 0.595
H -3.428 0.697 -3.784
H -2.038 0.297 -4.190
O -2.804 0.776 -4.512

Summary:
F_max   2.17 eV/A
LUMO   2.3531 eV
Electronic energy   -40431.439 eV
HOMO   -6.89 eV
Energy relative to the best compared isomer or geometry (same formula, charge and spin)   126.51 kJ/mol
Total charge   -1
Orbital gap   9.2 eV

***

C3H27HfO21 | the ωB97M-V functional and the def2-TZVPD basis

Atoms and positions in Å:
Hf -2.144 -1.007 0.662
C -0.845 -2.328 3.112
O 0.131 -2.284 3.842
O -1.888 -3.115 3.416
O -0.931 -1.588 2.095
H -1.626 -3.630 4.123
C 0.061 -0.157 -0.318
O -0.702 -1.039 -0.739
O 1.338 0.019 -0.531
O -0.534 0.410 0.610
H 1.705 -0.599 -1.162
C -3.574 -0.202 -1.223
O -3.102 0.461 -0.298
O -4.113 0.333 -2.321
O -3.313 -1.377 -1.001
H -3.930 1.263 -2.314
O 0.948 0.517 3.302
H 0.651 0.028 2.526
H 1.396 -0.152 3.817
O -1.591 -0.494 -3.935
H -1.680 -0.254 -4.840
H -0.851 -1.042 -3.614
O -0.290 2.918 -0.895
H -1.206 3.330 -0.848
H -0.330 2.463 -1.720
O 1.772 1.466 -2.943
H 2.325 1.844 -3.626
H 2.171 1.685 -2.094
O 0.520 -2.296 -3.552
H 0.951 -2.085 -4.394
H 1.220 -2.083 -2.880
O -2.569 0.344 2.317
H -3.298 0.503 2.945
H -2.213 1.232 2.244
O 1.155 2.622 1.564
H 1.246 2.005 2.280
H 1.353 2.105 0.788
O -1.865 -3.148 0.250
H -1.494 -3.605 -0.539
H -2.189 -3.788 0.867
O 3.521 2.284 -0.541
H 3.297 1.614 0.062
H 3.248 3.062 -0.119
O -1.559 2.661 2.064
H -1.536 3.188 2.870
H -0.607 2.645 1.833
O 2.694 -1.686 -2.008
H 3.452 -1.103 -1.773
H 3.013 -2.533 -1.706
O 3.873 0.541 1.617
H 3.260 -0.170 1.482
H 4.680 0.219 1.248

Summary:
F_max   6.99 eV/A
LUMO   -3.4828 eV
Electronic energy   -47854.152 eV
HOMO   -13.18 eV
Energy relative to the best compared isomer or geometry (same formula, charge and spin)   0.00 kJ/mol
Total charge   +1
Orbital gap   9.7 eV

***

C3H27N2O10 | the ωB97M-V functional and the def2-TZVPD basis

Atoms and positions in Å:
O 2.154 2.363 1.668
C 1.304 1.507 1.873
N 0.456 1.588 2.918
C 1.263 0.265 1.003
N 1.922 0.561 -0.287
C 3.426 0.530 -0.241
H 0.517 2.385 3.528
H -0.348 0.987 2.841
H 1.658 -0.600 1.534
H 0.290 -0.141 0.750
H 1.666 1.521 -0.522
H 1.644 -0.110 -1.015
H 3.945 0.765 -1.167
H 3.687 -0.481 0.060
H 3.721 1.315 0.448
H -1.163 1.674 -2.009
H -1.891 0.339 -1.768
O -1.430 0.854 -2.438
H 0.068 -0.306 -2.952
H 1.387 -0.884 -3.641
O 1.025 -0.226 -3.058
H -3.394 2.524 -1.138
H -4.439 1.467 -0.934
O -3.614 1.792 -0.555
H -4.269 -0.564 2.172
H -3.737 0.871 2.250
O -3.462 -0.051 2.276
H -0.494 -2.841 -0.797
H -0.888 -4.351 -0.624
O -1.098 -3.451 -0.364
H 0.381 -2.286 1.822
H 0.269 -3.562 0.961
O 0.885 -2.869 1.233
H 0.448 3.821 -0.125
H -0.174 4.322 -1.562
O -0.132 3.670 -0.867
H -1.692 -0.519 2.127
H -0.959 -1.460 3.240
O -0.907 -1.032 2.382
H 0.047 -2.852 -3.406
H 1.234 -3.647 -2.924
O 0.693 -2.888 -2.691

Summary:
F_max   2.01 eV/A
LUMO   -2.4732 eV
Electronic energy   -26999.393 eV
HOMO   -13.26 eV
Energy relative to the best compared isomer or geometry (same formula, charge and spin)   9.56 kJ/mol
Total charge   +1
Orbital gap   10.8 eV

***

C3H29N2O10 | the ωB97M-V functional and the def2-TZVPD basis

Atoms and positions in Å:
N 0.340 1.160 -1.193
C 0.257 1.611 0.252
C -0.961 2.549 0.432
O -1.132 3.460 -0.613
C -0.026 0.418 1.209
N 0.484 -0.788 0.510
H 0.758 1.852 -1.820
H -0.631 1.008 -1.523
H 0.803 0.246 -1.162
H 1.144 2.200 0.467
H -0.862 3.036 1.431
H -1.882 1.958 0.458
H -0.335 3.908 -0.892
H 0.394 0.569 2.193
H -1.086 0.185 1.351
H 1.423 -1.020 0.801
H -0.126 -1.588 0.478
H 3.164 1.406 -2.589
H 2.837 2.895 -3.166
O 2.522 2.045 -2.901
H 4.277 -0.889 4.344
H 3.559 -2.175 3.982
O 3.977 -1.405 3.572
H -3.054 0.439 -2.120
H -2.932 0.161 -0.619
O -2.397 0.420 -1.394
H -2.575 -3.012 -3.568
H -1.942 -1.908 -2.652
O -2.615 -2.585 -2.699
H 3.691 -1.001 1.864
H 4.388 -1.668 0.700
O 3.607 -1.145 0.898
H -4.914 1.076 1.146
H -4.271 -0.224 1.211
O -4.225 0.595 0.677
H 4.327 0.620 -0.111
H 5.050 1.250 -1.372
O 4.276 1.260 -0.815
H -2.815 -1.965 0.760
H -2.947 -2.430 2.219
O -3.133 -1.668 1.629
H -2.076 -3.291 -1.177
H -2.470 -4.139 0.019
O -1.868 -3.425 -0.217

Summary:
F_max   2.42 eV/A
LUMO   -2.1667 eV
Electronic energy   -27032.182 eV
HOMO   -12.50 eV
Energy relative to the best compared isomer or geometry (same formula, charge and spin)   154.17 kJ/mol
Total charge   +1
Orbital gap   10.3 eV

***

C3H29N2O12S | the ωB97M-V functional and the def2-TZVPD basis

Atoms and positions in Å:
N -1.813 1.245 0.254
C -1.405 2.055 -0.885
C -0.020 1.804 -1.564
S 1.137 0.544 -0.759
C -2.515 1.877 -1.981
N -2.758 0.616 -2.433
O -3.063 2.870 -2.419
H -1.199 1.327 1.051
H -1.999 0.294 -0.026
H -1.682 3.093 -0.683
H -0.063 1.370 -2.551
H 0.465 2.772 -1.629
H -2.352 -0.171 -1.936
H -3.658 0.336 -2.789
H -1.749 -2.868 -1.310
H -1.015 -1.917 -0.433
O -1.919 -2.084 -0.749
H 3.067 -2.394 1.329
H 3.068 -2.241 -0.160
O 2.998 -1.713 0.643
H 2.376 -2.918 -2.703
H 1.807 -2.089 -1.732
O 2.096 -3.031 -1.779
H -0.671 0.742 3.610
H 0.479 1.588 3.361
O -0.487 1.601 3.199
H 2.823 1.133 3.089
H 2.584 2.427 3.816
O 2.396 1.487 3.912
H -1.183 -2.869 -3.680
H -0.375 -2.994 -2.553
O -1.000 -3.568 -3.029
H 0.088 -0.233 1.699
H 1.109 -1.314 1.956
O 0.299 -0.942 2.322
H 2.290 -1.961 3.296
H 1.474 -3.134 3.783
O 2.310 -2.925 3.355
H 1.006 -1.005 -3.793
H 0.003 -0.466 -2.798
O 0.067 -1.039 -3.583
H 3.338 -0.061 1.161
H 2.744 1.311 0.856
O 3.287 0.843 1.519
H -3.175 2.133 1.836
H -2.340 2.068 3.108
O -3.195 2.374 2.771

Summary:
F_max   2.24 eV/A
LUMO   2.3793 eV
Electronic energy   -41970.891 eV
HOMO   -4.81 eV
Energy relative to the best compared isomer or geometry (same formula, charge and spin)   0.00 kJ/mol
Total charge   -1
Orbital gap   7.2 eV

***

C3H29NO15 | the ωB97M-V functional and the def2-TZVPD basis

Atoms and positions in Å:
C -1.640 -1.544 0.730
N -0.780 -0.447 0.456
C 0.642 -0.877 0.391
C 0.777 -1.528 -0.974
O 0.751 -0.705 -1.982
O 0.876 -2.710 -1.256
O -2.688 -1.590 0.125
H -1.376 -2.133 1.613
H -1.038 0.134 -0.350
H 1.352 -0.031 0.296
H 0.821 -1.575 1.230
H 0.896 -1.031 -2.870
H -2.988 2.645 -1.980
H -2.682 3.517 -3.244
O -2.360 2.837 -2.668
H 0.403 2.332 -0.856
H -0.668 1.838 -1.874
O -0.441 1.843 -0.934
H -0.122 0.515 2.246
H -0.984 1.417 3.130
O -0.068 1.168 2.966
H 3.829 -0.303 1.993
H 3.131 -1.026 3.126
O 3.591 -1.159 2.297
H 0.757 -4.573 1.544
H 0.209 -4.050 2.933
O 0.288 -3.849 2.015
H -0.091 1.940 -3.213
H 0.722 2.922 -4.059
O 0.537 1.978 -3.952
H -3.462 -0.047 1.662
H -4.992 -0.434 1.728
O -4.198 -0.259 2.235
H 1.898 2.999 0.264
H 2.579 3.743 -0.800
O 1.774 3.250 -0.669
H 1.977 1.818 2.080
H 2.314 3.284 2.405
O 2.705 2.437 2.156
H 2.385 -4.512 0.591
H 1.165 -4.439 -0.471
O 1.743 -4.980 0.069
H -0.026 -2.072 -3.716
H -0.982 -3.197 -3.371
O -0.752 -2.578 -4.076
H -1.554 2.300 0.776
H -2.555 3.520 1.198
O -1.676 3.209 1.062

Summary:
F_max   3.56 eV/A
LUMO   0.0043 eV
Electronic energy   -35783.724 eV
HOMO   -10.14 eV
Energy relative to the best compared isomer or geometry (same formula, charge and spin)   367.56 kJ/mol
Total charge   0
Orbital gap   10.1 eV

***

C3H29O12Y | the ωB97M-V functional and the def2-TZVPD basis

Atoms and positions in Å:
Y 3.792 0.352 -1.198
C -0.223 -0.073 1.080
C 0.409 -0.911 -0.071
C -0.610 -1.132 -1.198
O 1.639 -0.399 -0.494
H -0.710 0.840 0.738
H 0.503 0.294 1.805
H -0.943 -0.699 1.608
H 0.642 -1.907 0.305
H -0.172 -1.697 -2.021
H -0.872 -0.136 -1.554
H -1.479 -1.694 -0.855
O -0.479 2.997 -1.484
H -0.241 2.838 -0.571
H -0.257 3.916 -1.633
O 2.933 -1.526 2.563
H 3.047 -2.032 3.367
H 2.462 -2.115 1.974
O 2.934 2.235 -0.154
H 2.144 2.401 0.361
H 3.331 3.098 -0.268
O -2.841 1.800 -1.671
H -3.125 1.837 -2.584
H -1.950 2.149 -1.682
O 0.505 -0.860 -4.841
H 0.687 -0.138 -5.444
H 0.208 -0.432 -4.038
O 0.092 -0.333 5.191
H 0.269 0.339 4.532
H -0.863 -0.377 5.238
O 2.879 -4.158 1.356
H 2.414 -4.199 0.520
H 3.805 -4.197 1.116
O 0.674 3.080 1.413
H 0.555 3.968 1.750
H 0.561 2.516 2.178
O -4.170 -2.295 -0.383
H -4.383 -2.498 -1.294
H -3.331 -2.730 -0.229
O -3.887 -0.587 1.708
H -4.169 -1.150 0.987
H -3.682 0.250 1.292
O 0.808 0.975 -2.788
H 0.294 1.779 -2.725
H 0.798 0.612 -1.902

Summary:
F_max   7.13 eV/A
LUMO   -10.4491 eV
Electronic energy   -29176.632 eV
HOMO   -14.56 eV
Energy relative to the best compared isomer or geometry (same formula, charge and spin)   447.37 kJ/mol
Total charge   +2
Orbital gap   4.1 eV

***

C3H2AgLiO2 | the ωB97M-V functional and the def2-TZVPD basis

Atoms and positions in Å:
C 0.130 0.071 0.936
Li -1.484 -1.467 0.997
O -1.253 0.418 0.573
C -0.606 0.640 -0.694
H -0.456 1.696 -0.942
H -1.210 0.148 -1.471
Ag 2.393 -0.449 1.440
O 1.866 -0.595 -0.582
C 0.621 -0.462 -0.256

Summary:
F_max   3.60 eV/A
LUMO (spin up / spin down)   -4.4407 / -6.0938 eV
Electronic energy   -11430.004 eV
Spin multiplicity   2
HOMO (spin up / spin down)   -13.01 / -13.21 eV
Energy relative to the best compared isomer or geometry (same formula, charge and spin)   329.31 kJ/mol
Total charge   +1
Orbital gap (spin up / spin down)   8.6 / 7.1 eV

***

C3H2AgO3 | the ωB97M-V functional and the def2-TZVPD basis

Atoms and positions in Å:
O -0.438 1.170 0.675
C 0.124 -1.032 0.056
C 1.555 -1.103 0.155
O 2.210 0.015 0.392
Ag 1.418 1.707 0.769
H -0.374 -1.953 -0.258
C -0.726 0.085 0.051
O -1.737 0.104 -0.831
H -2.031 1.006 -1.009

Summary:
F_max   7.92 eV/A
LUMO (spin up / spin down)   -0.5928 / -0.9297 eV
Electronic energy   -13280.661 eV
Spin multiplicity   2
HOMO (spin up / spin down)   -8.34 / -8.63 eV
Energy relative to the best compared isomer or geometry (same formula, charge and spin)   40.57 kJ/mol
Total charge   0
Orbital gap (spin up / spin down)   7.8 / 7.7 eV

***

C3H2AgO3 | the ωB97M-V functional and the def2-TZVPD basis

Atoms and positions in Å:
H 0.269 1.996 1.271
C 0.383 0.942 0.965
C 1.365 0.588 0.131
O 0.848 -0.357 -0.742
C -0.402 -0.580 -0.389
O -0.749 0.246 0.584
O -1.141 -1.376 -0.940
Ag -3.015 -2.174 -1.032
H 2.442 0.715 0.151

Summary:
F_max   2.62 eV/A
LUMO (spin up / spin down)   -3.4524 / -9.7729 eV
Electronic energy   -13271.891 eV
Spin multiplicity   3
HOMO (spin up / spin down)   -12.38 / -14.72 eV
Energy relative to the best compared isomer or geometry (same formula, charge and spin)   198.20 kJ/mol
Total charge   +1
Orbital gap (spin up / spin down)   8.9 / 4.9 eV

***

C3H2BaLiO3 | the ωB97M-V functional and the def2-TZVPD basis

Atoms and positions in Å:
C -0.719 0.961 0.393
C -1.790 1.177 -0.436
O -2.661 1.327 -1.154
H -0.033 1.817 0.424
H -1.021 0.653 1.402
O 0.201 -1.199 -1.247
C 0.590 -0.677 -0.242
O 1.487 -0.808 0.540
Ba 3.370 -0.644 2.823
Li 0.578 -2.607 -2.502

Summary:
F_max   1.71 eV/A
LUMO (spin up / spin down)   -7.5632 / -7.5635 eV
Electronic energy   -10167.682 eV
Spin multiplicity   2
HOMO (spin up / spin down)   -11.24 / -17.49 eV
Energy relative to the best compared isomer or geometry (same formula, charge and spin)   0.00 kJ/mol
Total charge   +2
Orbital gap (spin up / spin down)   3.7 / 9.9 eV

***

C3H2Br2N2O3 | the ωB97M-V functional and the def2-TZVPD basis

Atoms and positions in Å:
C 0.531 0.470 -1.320
C -1.375 -0.146 0.011
C 1.197 0.047 -0.024
N -0.811 0.284 -1.205
N -0.437 0.022 1.002
O 1.107 0.917 -2.270
O -2.515 -0.484 0.121
O -0.382 -0.851 2.040
Br 1.842 -1.718 0.089
Br 2.315 1.349 0.737
H -1.419 0.469 -1.993
H -0.052 -0.359 2.811

Summary:
F_max   4.23 eV/A
LUMO   0.0615 eV
Electronic energy   -152348.761 eV
HOMO   -10.07 eV
Total charge   0
Orbital gap   10.1 eV